# 1
The following is a DFT calculation (the ωB97M-V functional and the def2-TZVPD basis) of a single C2H2FN3 molecule at a distorted geometry.

Each line ends with the Mulliken charge.
Geometry (Å):
N  0.30668  0.04321  1.20190  -0.61
N  -0.89340  -0.00493  0.82713  0.95
H  2.15989  0.22153  -0.17452  0.28
C  1.04058  -0.04480  0.02720  -0.10
N  -1.15853  -0.08654  -0.48479  -0.60
H  0.31128  -0.14130  -2.07367  0.38
C  0.10351  -0.08224  -1.00565  -0.14
F  -1.87001  0.09508  1.68239  -0.16

Computed properties:
- E_HOMO: -10.37 eV
- Structure (SMILES): Fn1nccn1
- LUMO energy: 0.0413 hartree
- HOMO-LUMO gap: 11.492 eV

***

# 2
The following is a DFT calculation (the ωB97M-V functional and the def2-TZVPD basis) of 3 unconnected molecules or ions with the total composition C6H13NO2 at a distorted geometry.

Each line ends with the Mulliken charge.
Geometry (Å):
C  -1.84745  0.22847  -0.21536  -0.20
H  -1.90638  0.61595  -1.23266  0.41
C  0.11171  -1.23278  1.57888  -0.82
C  -2.34852  1.14616  0.85086  -1.10
H  0.91938  -1.55334  2.22376  0.30
H  -0.89472  -1.59223  1.76930  0.34
O  2.38631  0.30564  0.78947  -0.56
C  0.33783  -0.33805  0.66599  0.37
H  -2.10171  -1.58971  -0.82853  0.36
H  0.37175  1.54143  -0.22760  0.25
H  3.74280  -1.01555  0.22003  0.19
N  3.30393  -0.17368  -0.15606  -0.46
H  -3.43132  1.29677  0.75612  0.36
O  -2.39920  -1.03507  -0.09654  -0.49
C  0.75117  -0.01778  -1.76700  -1.10
H  -1.86390  2.12072  0.77921  0.33
H  0.35804  -1.01594  -1.97106  0.25
H  -2.16088  0.73142  1.84324  0.28
H  4.04532  0.52337  -0.24296  0.19
H  0.42746  0.66819  -2.55157  0.34
H  1.85062  -0.08717  -1.77452  0.44
C  0.34775  0.47317  -0.41302  0.30

Computed properties:
- E_HOMO (alpha / beta): -6.65 / -5.95 eV
- LUMO energy (alpha / beta): 0.0229 / 0.0231 hartree
- HOMO-LUMO gap (alpha / beta): 7.273 / 6.574 eV

***

# 3
The following is a DFT calculation (the ωB97M-V functional and the def2-TZVPD basis) of a molecular structure, C2H7N5S at a distorted geometry.

Each line ends with the Mulliken charge.
Geometry (Å):
N  -0.76267  1.98132  0.07867  -0.87
N  1.49121  -2.04061  -0.11661  -0.91
C  0.48402  -0.04694  0.22397  0.43
H  -0.19939  2.46691  0.76425  0.28
H  -0.41093  2.37643  -0.86006  0.26
H  -0.34486  -2.11587  0.31680  0.33
H  -2.74205  0.92841  -0.32908  0.28
N  1.62174  0.50806  -0.35310  -0.70
N  0.44463  -1.32508  0.27285  0.10
H  2.05622  -0.99281  -0.69479  0.41
C  -1.96333  0.14073  0.10265  0.09
N  -0.67992  0.60957  0.38110  0.27
H  1.95289  -2.61465  1.04801  0.22
S  -2.49578  -1.32077  -0.15538  -0.36
H  1.54824  1.44530  -0.67927  0.17

Computed properties:
- E_HOMO: -8.03 eV
- LUMO energy: -0.0068 hartree
- HOMO-LUMO gap: 7.846 eV

***

# 4
The following is a DFT calculation (the ωB97M-V functional and the def2-TZVPD basis) of a molecular structure, C30H24BBrCsN12OS at a distorted geometry.

Each line ends with the Löwdin spin population.
Geometry (Å):
C  0.49970  3.97930  0.29610  0.00
H  -0.90570  4.93100  1.75160  0.00
C  1.78510  -3.52470  -0.00250  0.01
C  2.40270  -0.32750  3.83850  0.00
H  -0.74320  -1.09590  4.00700  0.00
N  3.33570  1.11790  1.24440  0.00
C  -2.97080  3.01560  -0.04850  0.00
N  0.61300  -2.93600  -0.03070  0.00
C  1.43360  -8.33150  -3.79820  -0.01
C  4.77130  3.03210  4.73870  0.00
N  4.16080  2.04340  4.11640  0.00
C  -0.14570  4.20690  1.52060  0.00
H  2.73510  4.54800  2.71690  0.00
N  1.37710  2.62830  1.69160  0.00
C  -4.09450  1.17950  -0.38030  0.00
H  2.23620  -9.00410  -4.06040  0.00
C  0.71910  -8.51670  -2.63740  0.07
C  -4.22120  3.53480  0.05960  0.00
H  4.58570  5.24240  4.59640  0.00
H  0.35590  4.47640  -0.64730  0.00
H  3.86330  -0.93060  -1.09730  0.00
C  -0.31880  -7.63230  -2.30220  0.00
C  1.11200  -7.27580  -4.64410  0.08
N  -1.05330  -7.87750  -1.18430  0.29
N  -1.80150  -7.08130  -0.59800  0.14
Br  2.10430  -7.01960  -6.24240  0.02
H  -1.46170  -5.92260  -2.94400  0.00
C  -1.70200  -5.80260  -0.30750  0.13
H  1.62700  -2.04000  4.98830  0.00
Cs  0.00540  0.08220  0.32880  0.00
H  0.95990  -9.32030  -1.95810  0.00
C  -1.77160  -2.93240  -0.06150  0.02
C  0.25180  -0.71820  3.83800  0.00
H  -4.28600  0.14420  -0.57540  0.00
C  -0.49230  -3.66580  -0.13320  0.02
H  -0.18440  -5.60640  -5.02330  0.00
O  -1.81350  -1.70430  -0.13250  0.08
N  1.40710  3.02940  0.42200  0.00
N  -2.91980  1.68560  -0.29790  0.00
H  2.92110  -5.35620  -0.02300  0.00
C  5.04690  0.65140  -0.06020  0.00
H  2.63430  -2.86960  0.12870  0.00
N  0.44750  0.35610  3.09430  0.00
C  4.28980  4.26290  4.28020  0.00
H  -3.79390  -5.70730  0.10650  0.00
C  -0.63700  -6.57940  -3.18050  0.06
H  -4.51580  4.54770  0.25000  0.00
N  1.76020  0.59160  3.10020  0.00
C  -2.94200  -3.76030  0.12570  0.07
C  -0.45200  -5.07130  -0.24720  0.01
C  0.80760  -5.68320  -0.21370  0.01
C  1.93970  -4.90850  -0.08940  -0.01
H  5.52570  2.83650  5.47560  0.00
N  2.93000  0.13120  0.44370  0.00
C  0.07010  -6.40660  -4.34530  -0.01
C  3.34680  3.92540  3.33690  0.00
B  2.42940  1.72360  2.31810  0.00
H  6.01400  0.64650  -0.52110  0.00
N  3.28750  2.58080  3.26530  0.00
H  0.88990  -6.75960  -0.22840  0.00
H  3.46420  -0.27980  3.98260  0.00
H  -3.87230  -3.24500  0.31050  0.00
C  3.94730  -0.16040  -0.34900  0.00
C  0.44750  3.31450  2.38360  0.00
C  4.60400  1.45780  0.96430  0.00
H  0.28250  3.14510  3.43030  0.00
H  -2.05630  3.57080  0.05120  0.00
C  -2.89820  -5.11000  0.02920  -0.01
H  5.11540  2.23080  1.50110  0.00
S  -5.39750  2.30080  -0.16130  0.00
C  1.46340  -1.19880  4.34230  0.00

Computed properties:
- E_HOMO (alpha / beta): -8.28 / -8.28 eV
- LUMO energy (alpha / beta): -0.0629 / -0.0927 hartree
- HOMO-LUMO gap (alpha / beta): 6.569 / 5.758 eV
- 2S+1: 2

***

# 5
The following is a DFT calculation (the ωB97M-V functional and the def2-TZVPD basis) of a molecular structure, H2OTl.

Each line ends with the Mulliken charge.
Geometry (Å):
H  1.29140  -0.29651  -0.31808  0.53
O  0.34429  -0.40056  0.06456  -0.15
Tl  -1.55672  1.75528  0.84801  2.08
H  -0.07898  -1.05820  -0.59450  0.54

Computed properties:
- E_HOMO: -31.46 eV
- LUMO energy: -0.9530 hartree
- Charge: +3
- HOMO-LUMO gap: 5.530 eV

***

# 6
The following is a DFT calculation (the ωB97M-V functional and the def2-TZVPD basis) of a gas-phase ion, C4H10NO (charge -1).

Each line ends with the Mulliken charge.
Geometry (Å):
C  -0.93905  0.77534  -1.28823  -0.43
H  1.05250  0.15309  -1.03302  0.14
H  0.28374  -2.63057  0.13865  0.20
O  -0.45802  2.03295  -1.12494  -0.89
H  0.03441  -1.23648  -1.41841  0.46
H  0.09904  -2.41054  1.72537  0.22
C  0.00006  -0.64115  0.65680  0.66
H  -1.03919  -0.61128  0.99934  0.26
H  -1.87528  0.66737  -0.69728  0.14
N  0.52004  -2.00123  0.89741  -0.81
H  0.75601  1.35165  1.02282  0.32
H  1.82626  0.03715  1.62360  0.40
C  0.06946  -0.30117  -0.82838  -0.65
H  0.35696  0.48885  2.48739  0.37
H  -1.18202  0.51607  -2.35304  0.16
C  0.79717  0.36573  1.49756  -1.53

Computed properties:
- E_HOMO: -2.13 eV
- Structure (SMILES): C[C@H](N)CC[O-]
- LUMO energy: 0.1553 hartree
- Charge: -1
- HOMO-LUMO gap: 6.353 eV

***

| no. | electronic energy (a.u.) |
| --- | --- |
| 1 | -341.41783 |
| 2 | -441.38202 |
| 3 | -752.13076 |
| 4 | -4907.15541 |
| 5 | -247.10064 |
| 6 | -288.37520 |